{"formula": "C53H46ClF13N2O17S2Si2", "method": "ωB97M-V/def2-TZVPD", "homo_ev": -9.7316, "fmax_ev_per_a": 2.15, "e_tot_ev": -178768.0192, "spin_multiplicity": 1, "gap_ev": 7.96, "elements": ["C", "H", "F", "C", "F", "F", "S", "H", "C", "H", "C", "H", "H", "C", "C", "H", "H", "O", "H", "O", "C", "C", "C", "O", "H", "O", "H", "H", "H", "H", "H", "O", "C", "H", "H", "H", "H", "H", "C", "H", "C", "H", "F", "C", "C", "H", "C", "H", "H", "O", "C", "C", "C", "C", "C", "C", "H", "H", "Cl", "H", "F", "C", "H", "O", "C", "C", "C", "N", "C", "C", "C", "H", "F", "H", "C", "C", "O", "H", "O", "H", "O", "F", "F", "Si", "C", "C", "H", "S", "F", "C", "C", "C", "H", "C", "H", "C", "H", "C", "C", "F", "H", "O", "O", "H", "C", "C", "C", "F", "O", "O", "C", "C", "O", "C", "C", "C", "C", "C", "H", "C", "H", "Si", "C", "H", "H", "O", "O", "F", "H", "C", "H", "H", "F", "H", "N", "C"], "xyz": [[-0.88, 4.06, 5.78], [0.31, 8.03, -0.41], [7.43, 1.70, -2.30], [-3.65, -0.27, -3.87], [-2.56, -0.30, -1.79], [0.76, -0.80, -1.34], [-0.25, 2.30, 2.01], [-0.08, 2.53, -0.90], [3.33, -9.68, 0.40], [5.27, -8.86, 0.17], [5.71, 2.00, -3.91], [-0.36, 3.31, 5.19], [2.57, -2.23, -3.12], [-1.39, -1.43, -3.53], [4.34, 1.71, -0.22], [4.74, 4.68, 4.22], [0.68, 5.82, 0.68], [-7.34, -10.10, -1.80], [1.59, 2.56, -0.40], [-9.15, -5.69, -4.09], [-9.23, -8.04, -3.97], [-8.87, -3.75, -0.93], [4.49, 0.23, -0.64], [4.67, -6.44, 0.89], [0.12, 1.68, -3.93], [1.27, 10.24, 0.55], [3.32, 1.08, 1.35], [-10.77, -3.01, -1.50], [4.27, -2.48, -3.00], [3.01, 7.75, 3.82], [2.64, 9.97, 2.73], [-1.70, 3.85, 0.30], [-7.69, -1.80, -2.66], [-1.64, -2.13, -4.31], [-2.55, 6.83, 8.04], [-6.50, -7.73, -1.14], [3.58, -10.69, 0.10], [5.55, 0.03, -0.75], [7.17, 3.92, -2.98], [-0.84, -2.00, -2.79], [-6.87, -2.60, -1.99], [3.02, 3.25, 3.15], [8.00, 2.21, -4.36], [-7.71, -6.65, -2.50], [0.29, 1.19, 0.68], [-7.35, -5.67, -2.22], [-9.17, -1.91, -2.52], [-9.98, -8.05, -4.75], [-1.03, -0.01, -5.08], [1.15, 4.63, 6.83], [4.23, -8.70, 0.44], [4.15, 3.97, 4.79], [-0.72, 5.86, 7.56], [3.42, -2.05, -2.47], [1.54, -8.07, 1.18], [-8.73, -6.70, -3.57], [-1.20, 1.34, -2.86], [0.50, -7.91, 1.44], [2.12, -4.18, -1.43], [-9.13, -10.13, -3.68], [-3.28, 1.01, -4.04], [-7.75, -9.09, -2.33], [0.41, -0.73, -4.46], [1.57, 1.52, 4.52], [0.75, 1.90, -0.59], [2.70, 2.17, 6.46], [4.41, 3.90, 6.24], [-2.90, 2.69, 1.71], [7.10, 2.41, -3.39], [-2.70, -1.01, -2.92], [-0.05, 4.83, 6.74], [2.80, -2.21, -0.40], [6.50, 4.69, -3.84], [1.02, 0.49, 1.08], [-1.69, 2.95, 1.32], [-9.69, -2.95, -1.59], [4.71, -0.17, -5.05], [-7.34, -1.03, -3.33], [2.46, 0.74, -2.76], [5.37, -3.37, -1.34], [2.05, 5.54, 2.87], [-3.65, -0.86, -5.08], [6.65, 4.06, -1.76], [1.00, 0.65, -1.97], [3.61, 2.94, 7.03], [-0.30, 0.92, -3.28], [5.32, 2.17, -0.20], [5.33, 0.16, -3.79], [-4.90, -0.28, -3.39], [-3.00, 4.10, 0.13], [3.28, -2.81, -1.16], [-8.78, -9.15, -3.40], [-0.10, 6.42, 8.25], [0.88, 7.92, 0.50], [-5.80, -2.53, -2.08], [2.24, 9.05, 2.33], [-3.33, 4.80, -0.61], [1.91, -9.44, 0.77], [1.45, 9.16, 1.08], [-3.37, -2.15, -2.58], [3.81, 2.91, 8.10], [-4.05, 5.52, 6.39], [5.25, 4.61, 6.77], [-2.81, 3.73, 4.98], [-7.40, -3.64, -1.07], [1.87, 6.62, 2.33], [-2.19, 4.28, 5.67], [5.61, 2.34, -5.19], [-9.92, -1.18, -3.13], [-6.65, -4.37, -0.46], [-2.03, 6.09, 7.45], [-7.25, -7.75, -1.92], [3.80, 1.87, 1.08], [4.60, -3.31, -0.59], [1.08, 6.74, 1.08], [2.43, 2.24, 5.00], [-0.55, -0.32, -4.16], [-2.87, 5.31, 6.49], [4.45, -4.29, -0.15], [3.85, -7.33, 0.85], [-9.23, -4.52, -0.25], [3.73, -0.22, -2.29], [2.43, -7.09, 1.22], [4.89, -2.67, 0.24], [2.18, -6.08, 1.51], [6.52, -0.60, -3.50], [1.09, -10.33, 0.73], [4.75, 2.66, -3.23], [3.75, 2.26, -0.95], [2.43, 7.87, 2.91], [2.10, 1.46, 7.02], [-0.58, 0.59, 0.43], [8.44, 4.32, -2.95], [4.17, -0.43, 0.16], [-3.74, 3.44, 0.95], [3.23, 3.20, 4.21]]}